A.
3 unconnected molecules or ions with the total composition C4H11N3, computed with ωB97M-V with the def2-TZVPD basis set.

Geometry as XYZ:
```
18
C4H11N3 | OMol25 | ωB97M-V with the def2-TZVPD basis set
C -1.5673 -0.0598 -0.3054
C 2.8820 0.8919 0.1032
C 0.7510 0.1953 0.7097
N -1.9008 0.1056 -1.6861
N -1.5642 -1.4260 0.1199
N 0.6425 -0.5604 1.7914
C 0.5498 0.6950 -0.3958
H -2.1071 0.5712 0.4049
H -2.7919 -0.3252 -1.9399
H -1.9313 1.0808 -1.9563
H -2.4495 -1.7392 0.5209
H -1.3437 -2.0516 -0.6496
H -0.0239 -1.3242 1.6334
H 0.7638 -0.1173 2.6916
H 0.5891 1.2214 -1.3215
H 2.9646 1.9753 0.0843
H 3.3158 0.4615 1.0017
H 3.2211 0.4057 -0.8065
```

Values from the calculation:
multiplicity = 1
frontier orbital gap (spin up / spin down) = 6.7 / 6.9 eV

***

B.
2 unconnected molecules or ions with the total composition C4H11N3, computed with ωB97M-V with the def2-TZVPD basis set.

Geometry as XYZ:
```
18
C4H11N3 | OMol25 | ωB97M-V with the def2-TZVPD basis set
C 1.3015 1.7609 -1.8076
N 1.6749 0.6083 0.8300
C 2.4694 0.4024 -0.2781
N 2.4963 1.0654 -1.3544
H 0.6093 1.0439 -2.2498
H 1.6051 2.4642 -2.5813
H 0.7581 2.3248 -1.0363
H 1.9769 0.2121 1.7025
H 1.1937 1.4883 0.9096
H 3.2192 -0.3725 -0.1026
C -2.2824 -0.3669 0.6919
C -1.9781 -2.6640 0.7233
N -1.9563 -1.6171 0.0234
H -1.3835 0.2493 0.7790
H -2.7516 -0.4965 1.6699
H -2.9556 0.1923 0.0424
H -1.9644 -3.6288 0.2203
H -2.0325 -2.6661 1.8180
```

Values from the calculation:
multiplicity = 1
structure (SMILES) = C/N=C\N.C=NC
frontier orbital gap = 9.5 eV

***

Top of the stability list: B, leading by 0.1904 hartree.

***

A.
C4H11N3 in the gas phase, computed with ωB97M-V with the def2-TZVPD basis set.

Geometry as XYZ:
```
18
C4H11N3 | OMol25 | ωB97M-V with the def2-TZVPD basis set
C -0.8004 0.1988 -0.0495
C -1.8336 -0.7603 0.5105
C 1.1977 -0.5467 -1.5278
N -0.6006 1.3211 0.8568
C 0.6765 -0.4213 -0.1126
N 0.9782 1.4917 0.6932
N 1.1466 -1.2767 0.7660
H -1.0563 2.1450 0.4552
H -1.0916 0.5319 -1.0501
H 1.4990 1.1342 1.4948
H 1.4610 2.0046 -0.0496
H 0.7468 -1.0428 1.6843
H -1.8416 -1.6859 -0.0728
H -2.8326 -0.3147 0.4949
H -1.6188 -1.0233 1.5516
H 0.5813 -1.2585 -2.0788
H 1.1626 0.4191 -2.0393
H 2.2259 -0.9163 -1.5268
```

Values from the calculation:
multiplicity = 1
structure (SMILES) = [H]/N=C(/C)[C@@H](C)NN
frontier orbital gap = 9.2 eV

***

B.
A molecular structure, C4H11N3, computed with ωB97M-V with the def2-TZVPD basis set.

Geometry as XYZ:
```
18
C4H11N3 | OMol25 | ωB97M-V with the def2-TZVPD basis set
C 1.2755 0.4472 -0.9779
C -2.0061 0.4849 0.6686
C 1.0401 -0.8011 0.9995
C 0.1250 -0.1765 -0.2635
N -0.4680 -1.2471 -1.0532
N 1.1773 1.7296 -1.0550
N -0.6949 0.8508 0.2034
H 2.0738 -0.1676 -1.3858
H -1.2015 -1.6981 -0.5198
H 0.2226 -1.9449 -1.3070
H 1.9696 2.2769 -1.3713
H 0.0562 1.8741 -0.2660
H -2.5016 1.3763 1.0591
H -2.6680 0.0465 -0.0980
H -1.9492 -0.2424 1.4933
H 1.7485 -1.5734 0.6954
H 1.5346 -0.0009 1.5441
H 0.2661 -1.2342 1.6342
```

Values from the calculation:
multiplicity = 1
frontier orbital gap = 8.1 eV

***

C.
C4H11N3 in the gas phase, computed with ωB97M-V with the def2-TZVPD basis set.

Geometry as XYZ:
```
18
C4H11N3 | OMol25 | ωB97M-V with the def2-TZVPD basis set
C -1.7429 -0.7364 0.3804
C -0.7652 0.2657 1.0291
C 0.5244 0.4099 0.2113
C 1.5633 -0.4008 0.4529
N 2.8337 -0.6844 -0.1120
N 0.4678 1.3234 -0.8744
N -2.6016 -0.1152 -0.6789
H -1.0644 -1.4213 -0.1505
H -2.4472 -1.2227 1.0713
H -0.5417 -0.0663 2.0618
H -1.2220 1.2424 1.2625
H 1.2612 -1.2250 1.0924
H 3.0818 -0.1004 -0.9062
H 2.8188 -1.6172 -0.5139
H -0.4244 1.5846 -1.2453
H 1.0013 2.1798 -0.7779
H -2.0749 0.6257 -1.1266
H -2.5653 -0.7626 -1.4673
```

Values from the calculation:
multiplicity = 1
structure (SMILES) = N/C=C(\N)CCN
frontier orbital gap = 8.8 eV

***

D.
C4H11N3 in the gas phase, computed with ωB97M-V with the def2-TZVPD basis set.

Geometry as XYZ:
```
18
C4H11N3 | OMol25 | ωB97M-V with the def2-TZVPD basis set
C 0.0440 -0.5274 -1.9124
C -0.2799 -1.2102 -0.5413
C 0.1448 -0.4155 0.6192
C -0.4948 0.7131 1.0268
N 0.0357 1.7714 1.9388
N 1.2496 -0.9062 1.3481
N -0.8315 0.6156 -2.1887
H 1.0792 -0.1493 -1.9648
H 0.2834 -1.3806 -2.5824
H 0.0768 -2.2379 -0.5566
H -1.3653 -1.4042 -0.5342
H -1.5270 0.7978 0.7029
H 0.1584 1.1429 2.7410
H 0.9484 2.1228 1.6516
H 2.1819 -0.9016 0.9740
H 1.1542 -0.9358 2.3711
H -0.6794 0.8170 -3.1850
H -1.8202 0.4101 -2.2554
```

Values from the calculation:
multiplicity = 1
structure (SMILES) = N/C=C(\N)CCN
frontier orbital gap = 9.1 eV

***

Top of the stability list: C, leading by 0.0199 hartree.

***

A.
2 unconnected molecules or ions with the total composition CH4NOS, computed with ωB97M-V with the def2-TZVPD basis set.

Geometry as XYZ:
```
8
CH4NOS | OMol25 | ωB97M-V with the def2-TZVPD basis set
C -0.6981 1.1498 0.4667
N 0.4111 0.4319 0.4365
O -0.9519 2.0955 1.2083
H -1.4360 0.7808 -0.2545
H 1.0892 0.6864 1.1359
H 0.4047 -0.4247 -0.2106
S 0.0221 -2.0352 -1.2531
H 1.1589 -2.6846 -1.5291
```

Values from the calculation:
multiplicity = 1
net charge = -1
frontier orbital gap = 7.6 eV

***

B.
2 unconnected molecules or ions with the total composition CH4NOS, computed with ωB97M-V with the def2-TZVPD basis set.

Geometry as XYZ:
```
8
CH4NOS | OMol25 | ωB97M-V with the def2-TZVPD basis set
C -0.4489 0.8557 0.2972
N 0.5671 0.1275 -0.4228
O -0.2468 -1.9759 -0.6225
S 1.9445 0.0295 0.3381
H -0.9172 0.3686 1.1494
H -0.0780 1.7005 0.9285
H -1.1940 1.0692 -0.3862
H 0.3732 -2.1751 -1.2818
```

Values from the calculation:
multiplicity = 1
net charge = -1
frontier orbital gap (spin up / spin down) = 6.4 / 6.8 eV

***

Top of the stability list: A, leading by 0.1624 hartree.

***

A.
2 unconnected molecules or ions with the total composition C3H6N2O3, computed with ωB97M-V with the def2-TZVPD basis set.

Geometry as XYZ:
```
14
C3H6N2O3 | OMol25 | ωB97M-V with the def2-TZVPD basis set
C 1.7267 -0.9147 0.4297
C 1.7345 0.1532 -0.3441
C -1.3424 -0.5023 -0.8132
N -0.9284 0.7085 -0.7864
N -1.0184 1.4674 0.3587
O -1.4467 0.9538 1.3825
O -0.6578 2.6002 0.2562
O -1.8640 -1.2204 0.1313
H 1.7257 -0.8438 1.5071
H 1.7237 -1.9141 0.0235
H 1.7494 0.0718 -1.4199
H 1.7500 1.1497 0.0655
H -1.2469 -1.0120 -1.7677
H -1.9055 -0.6973 0.9767
```

Values from the calculation:
multiplicity = 1
structure (SMILES) = O=[N+]([O-])/N=C\O.C=C
frontier orbital gap = 9.7 eV

***

B.
C3H6N2O3 in the gas phase, computed with ωB97M-V with the def2-TZVPD basis set.

Geometry as XYZ:
```
14
C3H6N2O3 | OMol25 | ωB97M-V with the def2-TZVPD basis set
C -0.6861 -0.9938 0.3901
C 0.8666 1.0156 0.7162
C 0.6416 -0.4093 0.0986
N 1.6747 -1.1483 1.0232
N 1.0893 -0.5470 -1.2007
O 2.8488 -0.8431 0.9917
O 2.1885 -0.2051 -1.5764
O 1.7195 1.7347 -0.0449
H -1.2718 -0.2471 0.9974
H -1.2642 -1.1683 -0.4460
H -0.6734 -1.8533 1.0000
H -0.0919 1.5402 0.4657
H 1.2368 0.9857 1.7824
H 2.5712 1.3940 0.0141
```

Values from the calculation:
multiplicity = 1
structure (SMILES) = CC(CO)(N=O)N=O
frontier orbital gap (spin up / spin down) = 7.7 / 7.8 eV

***

Top of the stability list: A, leading by 0.0587 hartree.

***

A.
C3H6N2O3 in the gas phase, computed with ωB97M-V with the def2-TZVPD basis set.

Geometry as XYZ:
```
14
C3H6N2O3 | OMol25 | ωB97M-V with the def2-TZVPD basis set
C -0.3854 -0.5044 0.3737
C 0.9184 -1.2603 0.3017
C 2.0577 -0.4695 -0.2464
H 0.4263 1.2514 -0.7175
H 0.1643 1.1247 1.7377
H 0.9163 -2.2727 -0.2322
H 1.3812 -1.4358 1.3327
H 3.0684 -0.8946 -0.1659
H -2.2352 0.5205 0.0367
N -0.4902 0.8042 0.9347
N -1.3347 -1.0372 -0.2681
O -0.4185 1.6547 -0.1961
O 2.0240 0.7293 -0.4855
O -2.4169 -0.2912 -0.4724
```

Values from the calculation:
multiplicity = 1
structure (SMILES) = O=CC/C(=N/O)NO
frontier orbital gap = 9.8 eV

***

B.
C3H6N2O3 in the gas phase, computed with ωB97M-V with the def2-TZVPD basis set.

Geometry as XYZ:
```
14
C3H6N2O3 | OMol25 | ωB97M-V with the def2-TZVPD basis set
C -0.5640 1.3623 0.9670
N 0.2763 -1.5123 -0.4064
N 0.4548 0.3308 0.8871
C 0.2111 -0.4365 -1.4693
C 0.4187 -1.0818 0.8507
O -0.9877 0.1707 -1.5770
O 0.8393 -0.6494 -2.4967
O 0.9184 -1.7357 1.7559
H -1.1014 0.3281 -2.5327
H 0.8264 -2.3375 -0.5987
H 1.1359 0.5429 1.6165
H -1.2548 1.1583 1.7875
H -0.0685 2.3155 1.1661
H -1.1046 1.5446 0.0501
```

Values from the calculation:
multiplicity = 1
structure (SMILES) = CNC(=O)NC(=O)O
frontier orbital gap = 9.8 eV

***

Top of the stability list: B, leading by 0.1456 hartree.